Record 1
{
  "formula": "C12H7GaN2O5S",
  "method": "ωB97M-V/def2-TZVPD",
  "largest_force_ev_per_a": 10.46,
  "relative_energy_kcal_mol": 47.0,
  "total_charge": 2,
  "homo_ev": -15.350,
  "total_energy_ev": -88963.159,
  "elements": ["O", "C", "Ga", "O", "C", "C", "O", "C", "O", "C", "O", "H", "N", "C", "N", "C", "C", "C", "C", "C", "C", "S", "H", "H", "H", "H", "H", "H"],
  "positions_angstrom": [[-1.79990, -2.39910, -0.01860], [-1.10280, -1.48640, -0.00390], [0.00000, 0.00000, 0.00000], [1.96630, -1.35630, 1.81680], [1.21310, -0.83510, 1.12020], [1.03170, 1.55170, -0.06940], [1.66420, 2.50460, -0.11270], [-1.37950, 0.98260, -1.28840], [-1.21300, 2.06380, -1.79060], [0.74200, -0.54250, -1.60900], [1.20120, -0.90690, -2.59770], [-2.32310, 0.42360, -1.49500], [-0.98760, -1.77900, 2.82610], [-1.15530, -0.36130, 2.82590], [-0.83340, 0.55150, 1.81260], [-1.08930, 1.82530, 2.31520], [-0.91160, 3.06610, 1.66840], [-1.14200, 4.26470, 2.37420], [-1.57200, 4.24400, 3.70910], [-1.79540, 3.02790, 4.34580], [-1.55170, 1.86010, 3.63560], [-1.72930, 0.34120, 4.23530], [-1.29530, -2.31290, 3.65140], [-0.49820, -2.33260, 2.12170], [-0.60240, 3.16060, 0.65030], [-0.98120, 5.21660, 1.88780], [-1.73680, 5.16740, 4.24910], [-2.13220, 2.99060, 5.37540]],
  "forces_ev_per_angstrom": [[2.251, 3.601, -0.247], [-5.771, -8.019, -0.116], [-5.090, 4.307, 0.541], [-2.940, 2.100, -2.728], [7.119, -4.505, 6.204], [5.525, 7.679, -0.213], [-2.330, -3.331, 0.009], [-0.860, 0.521, -0.825], [0.410, -0.688, 0.640], [4.341, -3.205, -7.399], [-1.978, 1.524, 3.078], [-0.136, 0.153, -0.035], [-0.268, 1.784, -0.166], [1.009, -1.533, -1.308], [-0.680, -2.528, 2.241], [0.015, 2.094, -0.175], [-0.249, 0.483, 0.954], [-0.002, -1.088, 0.008], [-0.001, -0.510, -0.079], [0.065, 0.712, -0.260], [0.263, 2.023, -0.950], [-0.470, -2.501, 1.507], [0.263, 0.578, -0.664], [-0.435, 0.501, 0.718], [-0.048, -0.054, -0.468], [-0.008, -0.067, -0.111], [0.014, -0.029, -0.072], [-0.007, -0.003, -0.083]],
  "nbo_charge": [-0.2638, 0.5972, 0.5239, -0.2546, 0.5987, 0.6109, -0.2537, 0.1120, -0.4464, 0.5502, -0.2421, 0.1351, -0.8137, 0.2194, -0.6749, 0.1824, -0.2560, -0.1532, -0.1681, -0.1589, -0.3112, 0.6434, 0.4560, 0.3951, 0.2132, 0.2512, 0.2557, 0.2521]
}

***

Record 2
{
  "formula": "C12H23ClFNO8S3",
  "method": "ωB97M-V/def2-TZVPD",
  "largest_force_ev_per_a": 8.91,
  "total_charge": 0,
  "homo_ev": -10.232,
  "total_energy_ev": -78425.082,
  "elements": ["C", "C", "O", "O", "C", "C", "N", "Cl", "S", "O", "O", "F", "H", "H", "H", "H", "H", "H", "H", "C", "C", "C", "S", "O", "O", "C", "H", "H", "H", "H", "H", "H", "H", "H", "C", "C", "C", "S", "O", "O", "C", "H", "H", "H", "H", "H", "H", "H", "H"],
  "positions_angstrom": [[0.79390, 2.02479, -2.23188], [0.66747, 0.64394, -1.33203], [-0.33627, -0.19178, -1.62151], [1.58636, 0.30577, -0.19582], [0.92849, 0.67881, 1.09958], [2.02138, 0.83034, 2.31518], [1.44975, 0.69910, 3.70958], [2.86841, 0.66588, 4.75300], [0.57361, 2.11950, 4.22492], [1.46866, 2.88874, 5.26995], [0.19505, 3.10474, 3.09338], [-0.86932, 1.68644, 5.10999], [0.23134, 2.94968, -1.73739], [1.90997, 2.28107, -2.53252], [0.21364, 1.80911, -3.24752], [0.08148, -0.09371, 1.38585], [0.37092, 1.71346, 0.89251], [2.53609, 1.87905, 2.22391], [2.83244, -0.03744, 2.19739], [1.52439, -2.87664, -3.85992], [2.40403, -3.97043, -4.46361], [3.85550, -3.50812, -4.34709], [3.92329, -2.42799, -2.92569], [4.24059, -1.08998, -3.37864], [4.66118, -3.08274, -1.86396], [2.18427, -2.49682, -2.54271], [0.49618, -3.21877, -3.71035], [1.49927, -2.00991, -4.53118], [2.26697, -4.90124, -3.89992], [2.13735, -4.17536, -5.50514], [4.53511, -4.35060, -4.19583], [4.16412, -2.93330, -5.22459], [1.84830, -1.53318, -2.15604], [2.03811, -3.27696, -1.78967], [-5.20094, 0.67162, 1.98488], [-4.76279, 1.55802, 3.14975], [-3.24226, 1.68901, 3.07973], [-2.80326, 1.50066, 1.35826], [-2.03039, 0.28538, 1.21030], [-2.35035, 2.77582, 0.83934], [-4.45578, 1.19442, 0.76579], [-6.28439, 0.70147, 1.83698], [-4.91414, -0.36802, 2.18318], [-5.22342, 2.54817, 3.04793], [-5.07965, 1.14628, 4.11306], [-2.90587, 2.66612, 3.43556], [-2.74574, 0.89545, 3.64489], [-4.43054, 0.48195, -0.06049], [-4.87248, 2.14822, 0.42864]],
  "forces_ev_per_angstrom": [[0.022, -0.368, -0.629], [-4.830, -3.387, -0.767], [6.569, 5.018, 1.948], [-2.226, 1.461, -1.077], [-1.737, 0.720, 0.412], [0.921, 0.362, -2.710], [-0.056, 0.351, 0.109], [-0.452, -0.764, -0.169], [1.965, 8.497, 1.825], [-4.208, -3.686, -3.573], [0.370, -4.971, 3.448], [3.042, 0.090, -2.206], [1.439, -2.181, -0.692], [-2.338, -0.528, 1.035], [1.223, 0.232, 2.389], [2.014, 1.459, -0.692], [1.270, -2.177, 0.824], [-0.750, -2.094, 0.098], [-1.937, 1.965, 0.418], [-0.188, 0.085, -0.155], [-0.201, -0.282, -0.114], [0.146, -0.441, -0.589], [0.036, -0.046, 0.500], [0.128, -0.331, 0.241], [0.007, 0.501, -0.387], [-0.491, 0.080, 0.088], [0.150, 0.108, -0.004], [-0.032, -0.075, 0.123], [0.018, 0.136, -0.070], [0.069, 0.002, 0.161], [0.029, 0.293, 0.045], [0.014, 0.007, 0.223], [0.206, -0.211, 0.040], [0.097, 0.144, -0.060], [-0.143, -0.224, 0.097], [-0.295, 0.122, 0.174], [-0.064, 0.113, 0.669], [-0.086, 0.461, -0.198], [-0.175, 0.399, 0.000], [0.232, -0.662, -0.010], [-0.495, -0.176, -0.249], [0.165, -0.030, -0.001], [-0.051, 0.116, -0.077], [0.067, -0.142, 0.009], [0.074, 0.098, -0.142], [0.157, -0.225, -0.170], [-0.017, 0.129, -0.206], [0.186, 0.147, 0.045], [0.155, -0.096, 0.027]],
  "nbo_charge": [-0.7426, 0.7965, -0.5598, -0.5787, -0.1109, -0.2855, -0.5972, 0.2033, 2.2132, -0.8144, -0.7935, -0.4617, 0.2668, 0.2535, 0.2544, 0.2419, 0.2159, 0.2257, 0.2672, -0.4055, -0.4011, -0.6839, 2.1664, -0.9448, -0.9405, -0.6750, 0.2301, 0.2133, 0.2083, 0.2231, 0.2530, 0.2469, 0.2666, 0.2414, -0.4070, -0.4016, -0.6863, 2.1697, -0.9517, -0.9374, -0.6769, 0.2269, 0.2160, 0.2102, 0.2274, 0.2642, 0.2517, 0.2600, 0.2421]
}